{
  "formula": "C35H50BrHgN5O6PSSeSi2",
  "method": "ωB97M-V with the def2-TZVPD basis set",
  "total_charge": -2,
  "gap_ev": [3.95, 6.15],
  "e_tot_ev": -232289.43475,
  "s_squared": 0.77,
  "multiplicity": 2,
  "molar_mass_da": 1115.5,
  "species": ["Hg", "C", "Si", "C", "C", "C", "C", "C", "C", "C", "C", "N", "Si", "C", "C", "C", "H", "H", "H", "H", "H", "H", "H", "H", "H", "H", "H", "H", "H", "H", "H", "H", "H", "H", "H", "H", "H", "H", "Se", "N", "C", "C", "C", "C", "C", "C", "N", "H", "H", "H", "H", "C", "P", "C", "C", "O", "H", "H", "H", "H", "H", "H", "H", "H", "H", "Br", "C", "C", "N", "C", "C", "C", "C", "O", "O", "H", "H", "H", "O", "C", "C", "C", "C", "O", "N", "H", "H", "H", "H", "O", "S", "C", "C", "C", "C", "H", "H", "H", "H", "H", "H", "H", "H"],
  "xyz": [[-0.141973, 0.609890, -0.327502], [0.941809, 4.176177, -0.183075], [0.864151, 3.341029, 1.516434], [2.182925, 4.330486, 2.504458], [-0.762689, 3.713032, 2.407413], [1.136446, 1.462956, 1.485844], [0.437253, 0.815911, 2.635002], [0.616349, 1.246770, 3.964991], [-0.084164, 0.643421, 4.988240], [-0.960131, -0.394821, 4.689711], [-1.046184, -0.789533, 3.365393], [-0.362838, -0.219536, 2.387401], [2.932351, 0.863633, 1.530145], [3.860238, 1.375872, -0.037436], [3.078360, -0.984704, 1.936252], [3.987698, 1.568271, 2.980191], [1.949857, 4.519696, -0.422122], [0.273810, 5.040113, -0.199823], [0.618953, 3.500159, -0.974079], [1.889651, 5.381724, 2.565664], [3.152768, 4.286704, 2.005869], [2.313203, 3.963500, 3.524231], [-1.051534, 4.759626, 2.298665], [-0.708890, 3.480048, 3.471859], [-1.555157, 3.111291, 1.961780], [1.301609, 2.058421, 4.166882], [0.048664, 0.976201, 6.012170], [-1.547897, -0.876517, 5.461333], [-1.708497, -1.599349, 3.064718], [3.164757, 1.542446, -0.861211], [4.550840, 0.591782, -0.353260], [4.432636, 2.294056, 0.111709], [2.163781, -1.505644, 1.657948], [3.242144, -1.140495, 3.006028], [3.908292, -1.439079, 1.391802], [4.272597, 2.610917, 2.841705], [4.907972, 0.984600, 3.065417], [3.466609, 1.487431, 3.937099], [1.758641, 1.152931, -3.457009], [1.581314, -0.015089, -2.088139], [2.723243, -0.735039, -2.025965], [2.972344, -1.769213, -1.114534], [4.195955, -2.420786, -1.128453], [5.193087, -2.061292, -2.038738], [4.972791, -1.060677, -2.970720], [3.737691, -0.382257, -2.992735], [3.432177, 0.604712, -3.845023], [2.200577, -2.036438, -0.404167], [4.381260, -3.222802, -0.420166], [6.152460, -2.569003, -2.012610], [5.739096, -0.775175, -3.681515], [1.149178, -5.016957, 0.073113], [0.078669, -3.914955, 1.048250], [0.344019, -4.430627, 2.783203], [-1.646109, -4.346779, 0.663164], [0.389483, -2.483837, 0.874222], [0.956486, -6.071435, 0.272806], [2.177884, -4.763423, 0.334577], [1.014344, -4.793325, -0.985851], [-0.002442, -5.437294, 3.014422], [-0.171865, -3.697968, 3.404903], [1.414072, -4.350676, 2.977559], [-1.843061, -5.415289, 0.744560], [-1.859233, -3.996450, -0.347733], [-2.284471, -3.783723, 1.345338], [-0.594722, -3.305370, -7.261836], [-0.371420, -2.943973, -5.398289], [0.809439, -3.312759, -4.785780], [1.019317, -3.093676, -3.491554], [0.062351, -2.476578, -2.801208], [-1.173816, -2.131304, -3.329992], [-1.401969, -2.371679, -4.678731], [-2.271327, -1.625126, -2.407784], [-3.414697, -2.068120, -2.589509], [-1.906395, -0.827437, -1.496291], [1.611834, -3.797098, -5.329709], [0.269337, -2.259238, -1.759831], [-2.350211, -2.115513, -5.129242], [-1.133484, 1.385668, -3.445275], [-1.673714, 2.269229, -2.803336], [-2.571174, 3.324627, -3.469570], [-3.155785, 4.067943, -2.286154], [-2.413416, 3.460323, -1.076636], [-2.603928, 3.879089, 0.053435], [-1.585788, 2.459368, -1.469481], [-3.308655, 2.833930, -4.104685], [-1.935406, 3.950100, -4.098788], [-4.227928, 3.902432, -2.163574], [-2.979084, 5.144151, -2.303731], [-2.432465, 0.633225, 0.723962], [-3.358193, -0.440154, 0.278949], [-4.724627, -0.255290, 1.581093], [-5.760709, 0.760660, 1.096633], [-5.152121, 1.459188, -0.117278], [-4.466710, 0.377318, -0.925943], [-4.198509, 0.074950, 2.475821], [-5.147902, -1.247070, 1.754484], [-6.006292, 1.489250, 1.872900], [-6.686397, 0.252351, 0.808382], [-4.395955, 2.172990, 0.214569], [-5.911593, 1.995858, -0.693074], [-3.831393, 0.759596, -1.720706], [-5.149848, -0.375479, -1.322846]],
  "forces_ev_per_angstrom": [[0.649, 0.536, 0.145], [-0.061, -0.311, 0.098], [0.079, 0.350, 0.133], [-0.101, -0.280, -0.086], [0.127, -0.251, -0.157], [-0.188, -0.053, -0.196], [0.108, 0.049, 0.249], [0.025, -0.073, 0.041], [0.058, 0.014, -0.026], [-0.016, -0.059, 0.046], [0.043, 0.036, 0.150], [-0.096, 0.028, -0.153], [0.501, 0.011, -0.049], [-0.205, -0.036, 0.154], [-0.306, 0.115, -0.096], [-0.285, 0.211, -0.146], [0.084, -0.046, 0.063], [-0.044, 0.027, 0.052], [-0.004, 0.034, -0.038], [-0.110, 0.026, -0.065], [0.043, 0.017, -0.005], [0.035, 0.008, 0.041], [0.040, 0.041, -0.096], [0.102, 0.013, 0.042], [-0.067, 0.029, 0.018], [-0.031, 0.027, 0.054], [-0.024, 0.024, -0.011], [-0.012, -0.028, -0.026], [0.003, -0.027, 0.011], [0.024, 0.035, 0.002], [0.046, -0.018, 0.010], [-0.005, 0.065, 0.101], [0.018, -0.086, 0.010], [-0.023, 0.145, 0.086], [0.013, 0.093, 0.014], [0.001, 0.025, 0.008], [-0.010, -0.117, -0.109], [0.005, -0.036, 0.043], [0.109, -0.016, -0.318], [-0.451, -0.122, 0.411], [-0.081, -0.030, -0.039], [-0.022, -0.082, -0.077], [-0.097, -0.045, 0.055], [0.113, 0.000, -0.080], [0.030, -0.087, 0.088], [-0.153, 0.121, -0.020], [0.183, 0.197, -0.118], [0.022, 0.012, -0.049], [0.022, 0.021, 0.025], [-0.021, -0.021, -0.023], [-0.011, 0.019, -0.013], [-0.228, 0.305, 0.120], [-0.051, -0.702, 0.250], [-0.033, 0.182, -0.355], [0.385, 0.240, -0.015], [-0.087, 0.105, -0.317], [-0.021, -0.011, -0.006], [0.014, -0.047, -0.017], [0.002, -0.022, -0.052], [-0.029, -0.041, -0.063], [0.000, -0.040, 0.065], [0.004, 0.000, 0.062], [0.012, -0.025, 0.023], [-0.045, -0.020, -0.046], [-0.042, -0.034, -0.002], [0.007, 0.023, 0.015], [-0.170, -0.035, -0.255], [0.115, 0.039, 0.281], [-0.007, -0.028, -0.063], [0.066, -0.084, 0.088], [-0.160, -0.074, -0.051], [0.120, 0.044, 0.264], [0.258, 0.038, -0.068], [-0.092, 0.098, -0.081], [0.636, 0.027, -0.296], [-0.056, 0.007, -0.109], [0.007, -0.062, 0.023], [-0.029, -0.039, 0.009], [0.210, -0.134, -0.082], [-0.332, 0.147, -0.451], [0.013, -0.060, 0.088], [0.094, -0.021, -0.001], [-0.156, 0.237, -0.286], [0.035, 0.004, 0.073], [0.316, -0.347, 0.401], [0.055, -0.028, -0.042], [-0.025, -0.034, -0.050], [0.003, 0.018, 0.079], [-0.045, 0.004, 0.062], [0.525, 0.435, 0.098], [-1.860, -0.327, 0.766], [0.327, -0.168, -0.313], [0.012, 0.130, 0.002], [-0.120, 0.069, 0.052], [0.192, -0.025, 0.125], [0.075, -0.050, -0.013], [-0.008, -0.002, 0.042], [-0.067, -0.068, 0.028], [0.013, 0.002, 0.006], [-0.044, 0.072, -0.041], [0.053, 0.002, -0.056], [0.051, -0.145, -0.025], [0.049, -0.065, -0.020]]
}

=====

{
  "formula": "C2H2F3P",
  "method": "ωB97M-V with the def2-TZVPD basis set",
  "total_charge": 0,
  "gap_ev": [7.25, 6.57],
  "e_tot_ev": -19542.26561,
  "s_squared": 2.03,
  "multiplicity": 3,
  "molar_mass_da": 114.0,
  "species": ["C", "C", "F", "F", "F", "P", "H", "H"],
  "xyz": [[-1.286327, 0.914114, -0.682805], [1.014215, -0.742642, 0.697316], [0.819549, -1.895768, 0.206660], [1.796523, -0.944062, 1.737603], [1.578602, 0.006732, -0.331457], [-0.971745, 0.587676, 0.914089], [-1.937314, 1.703593, -0.955556], [-1.013501, 0.370357, -1.585851]],
  "forces_ev_per_angstrom": [[0.064, 0.248, -3.637], [-0.745, 3.999, -0.718], [-1.460, -2.463, -1.202], [0.443, 1.102, 0.372], [0.629, -0.550, 1.212], [1.461, -2.987, 3.512], [0.039, 1.455, -0.012], [-0.431, -0.805, 0.472]]
}

=====

{
  "formula": "H2O2S",
  "method": "ωB97M-V with the def2-TZVPD basis set",
  "total_charge": 0,
  "gap_ev": [8.58, 7.84],
  "e_tot_ev": -14957.02694,
  "multiplicity": 1,
  "molar_mass_da": 66.1,
  "species": ["O", "O", "S", "H", "H"],
  "xyz": [[-1.422399, -0.210800, -0.019290], [-0.657602, 0.372710, 0.876198], [1.528036, 0.421580, 0.206224], [-1.408114, 0.307516, -0.789878], [1.960080, -0.891008, -0.273254]],
  "forces_ev_per_angstrom": [[-0.665, -2.301, 1.383], [1.534, 0.414, 0.086], [0.053, -1.732, -0.493], [0.054, 1.730, -1.865], [-0.976, 1.889, 0.889]]
}

=====

- The highest multiplicity belongs to which entry?
  C2H2F3P